Density functional theory data (the ωB97M-V functional and the def2-TZVPD basis) for a single C4H11NO molecule.

```
! wB97M-V def2-TZVPD RIJCOSX def2/J DEFGRID3
* xyz 0 1
C -1.978 1.300 0.971
N -0.569 0.922 0.980
C 0.257 1.010 -0.191
C 0.264 -0.127 -1.208
C 1.316 -1.165 -0.864
O 0.896 -1.914 0.279
H -2.087 1.457 -0.109
H -2.220 2.191 1.547
H -2.699 0.536 1.294
H -0.133 0.621 1.819
H 1.263 1.129 0.213
H -0.017 1.965 -0.681
H 0.327 0.201 -2.253
H -0.683 -0.676 -1.115
H 1.579 -1.808 -1.731
H 2.319 -0.851 -0.556
H 0.178 -2.481 0.044
*
```

The calculation puts the LUMO energy at 0.0395 Eh. The SMILES is CNCCCO. As for the relative energy (zero: lowest compared OMol25 entry of this formula, charge and spin): 41.6 kcal per mole. The calculation puts the total energy at -288.95075 hartree.

These are the Mulliken partial charges, in e, on atoms 1 to 5: atom 1 (C): -0.7693, atom 2 (N): -0.1954, atom 3 (C): -0.9090, atom 4 (C): -0.1573, atom 5 (C): -0.7087

=====

Density functional theory data (the ωB97M-V functional and the def2-TZVPD basis) for 2 unconnected molecules or ions with the total composition C4H11NO.

```
! wB97M-V def2-TZVPD RIJCOSX def2/J DEFGRID3
* xyz 0 1
C 1.170 1.596 -1.609
C -0.150 0.990 -1.020
C 0.027 0.603 0.422
C 0.663 -0.484 0.714
N 0.854 -1.152 2.032
H 1.985 1.177 -0.918
H 1.070 2.760 -1.485
H 1.192 1.520 -2.702
H -0.965 1.825 -1.156
H -0.517 0.108 -1.605
H -0.605 1.200 1.103
H 1.179 -0.967 -0.140
H 1.641 -1.727 2.007
H 0.969 -0.519 2.755
O -2.175 -1.231 -0.315
H -2.200 -1.821 0.390
H -2.590 -1.869 -0.998
*
```

The calculation puts the LUMO energy at 0.0324 Eh. The SMILES is CC/C=C/N.O. As for the relative energy (zero: lowest compared OMol25 entry of this formula, charge and spin): 54.4 kcal per mole. The calculation puts the total energy at -288.93027 hartree.

These are the Mulliken partial charges, in e, on atoms 1 to 5: atom 1 (C): -0.8883, atom 2 (C): -0.5384, atom 3 (C): -0.2806, atom 4 (C): -0.1241, atom 5 (N): -0.5902

=====

Density functional theory data (the ωB97M-V functional and the def2-TZVPD basis) for 2 unconnected molecules or ions with the total composition C4H11NO.

```
! wB97M-V def2-TZVPD RIJCOSX def2/J DEFGRID3
* xyz 0 1
C 0.478 -2.325 -0.337
C -0.582 -1.263 -0.505
N -1.282 -0.892 0.605
O -0.823 -0.789 -1.598
H 0.717 -2.571 0.695
H 1.338 -2.087 -0.950
H 0.031 -3.212 -0.798
H -2.143 -0.405 0.415
H -1.222 -1.426 1.454
C 1.412 2.954 0.788
C 0.436 1.809 0.534
H 0.887 3.912 0.693
H 1.759 2.962 1.819
H 2.203 2.992 0.044
H 0.321 1.628 -0.533
H -0.563 1.968 0.935
H 0.761 0.878 0.999
*
```

The calculation puts the LUMO energy at 0.0305 Eh. The SMILES is CC(N)=O.CC. As for the relative energy (zero: lowest compared OMol25 entry of this formula, charge and spin): 4.1 kcal per mole. The calculation puts the total energy at -289.01042 hartree.

These are the Mulliken partial charges, in e, on atoms 1 to 5: atom 1 (C): -0.9980, atom 2 (C): 0.6464, atom 3 (N): -0.3813, atom 4 (O): -0.6239, atom 5 (H): 0.3507

=====

Density functional theory data (the ωB97M-V functional and the def2-TZVPD basis) for 2 unconnected molecules or ions with the total composition C4H11NO.

```
! wB97M-V def2-TZVPD RIJCOSX def2/J DEFGRID3
* xyz 0 1
C 2.703 2.934 -1.609
C 2.686 3.629 -0.473
O 2.968 2.885 0.728
H 3.041 3.345 -2.551
H 2.533 1.866 -1.525
H 2.123 4.498 -0.150
H 2.139 2.388 0.791
C -1.914 -3.314 0.520
C -2.221 -1.847 0.239
N -1.010 -1.001 0.372
H -1.076 -3.402 1.217
H -2.788 -3.819 0.919
H -1.538 -3.822 -0.369
H -2.485 -1.738 -0.815
H -3.060 -1.520 0.858
H -0.772 -1.051 1.371
H -1.328 -0.032 0.478
*
```

The calculation puts the LUMO energy at 0.0261 Eh. The SMILES is C=CO.CCN. As for the relative energy (zero: lowest compared OMol25 entry of this formula, charge and spin): 76.9 kcal per mole. The calculation puts the total energy at -288.89449 hartree.

These are the Mulliken partial charges, in e, on atoms 1 to 5: atom 1 (C): -0.4598, atom 2 (C): -0.1642, atom 3 (O): -0.4657, atom 4 (H): 0.2528, atom 5 (H): 0.2126

=====

Density functional theory data (the ωB97M-V functional and the def2-TZVPD basis) for 2 unconnected molecules or ions with the total composition C4H11NO.

```
! wB97M-V def2-TZVPD RIJCOSX def2/J DEFGRID3
* xyz 0 1
C 1.975 -0.573 0.077
C 1.502 0.366 -0.992
N 1.378 -0.202 -2.242
O 1.414 1.560 -0.838
H 2.133 -0.173 1.066
H 2.975 -0.838 -0.268
H 1.428 -1.509 0.202
H 0.852 0.350 -2.905
H 1.220 -1.197 -2.314
C -1.474 -0.238 1.405
C -2.282 0.792 0.627
H -0.567 0.200 1.837
H -1.929 -0.690 2.281
H -1.100 -1.047 0.779
H -2.353 0.480 -0.421
H -1.877 1.810 0.697
H -3.294 0.908 1.009
*
```

The calculation puts the LUMO energy at 0.0304 Eh. The SMILES is CC(N)=O.CC. As for the relative energy (zero: lowest compared OMol25 entry of this formula, charge and spin): 7.9 kcal per mole. The calculation puts the total energy at -289.00435 hartree.

These are the Mulliken partial charges, in e, on atoms 1 to 5: atom 1 (C): -1.1506, atom 2 (C): 0.7258, atom 3 (N): -0.4539, atom 4 (O): -0.5935, atom 5 (H): 0.3011

=====

Density functional theory data (the ωB97M-V functional and the def2-TZVPD basis) for 3 unconnected molecules or ions with the total composition C4H11NO.

```
! wB97M-V def2-TZVPD RIJCOSX def2/J DEFGRID3
* xyz 0 1
C 0.913 2.028 1.077
C 0.254 0.726 1.505
C -0.002 -0.336 0.453
C -0.039 -0.004 -0.885
N 0.159 -1.092 -1.708
H 0.596 2.313 0.074
H 0.723 2.886 1.736
H 1.976 1.798 0.997
H -0.749 0.984 1.905
H 0.790 0.371 2.386
H 1.845 -0.655 0.800
H 0.235 -1.378 0.756
H 0.946 -1.717 -1.549
H 0.025 -0.821 -2.670
H -3.263 -1.368 -1.610
H -1.780 -1.647 -1.562
O -2.631 -2.089 -1.703
*
```

The calculation puts the LUMO energy at -0.0549 Eh. As for the relative energy (zero: lowest compared OMol25 entry of this formula, charge and spin): 153.2 kcal per mole. The calculation puts the total energy at -288.77290 hartree.

These are the Mulliken partial charges, in e, on atoms 1 to 5: atom 1 (C): -1.0110, atom 2 (C): -0.5254, atom 3 (C): -0.2205, atom 4 (C): -0.8422, atom 5 (N): -0.3839

=====

Number 1: orbital gap 9.04 eV. Number 2: orbital gap 9.15 eV. Number 3: orbital gap 10.67 eV. Number 4: orbital gap 10.10 eV. Number 5: orbital gap 10.71 eV. Number 6: orbital gap 7.18 eV.